The ion C2H5O2P2 with charge -1, computed with the ωB97M-V functional and the def2-TZVPD basis.

Output
Multiplicity: 3
Total charge: -1
F_max, eV Å⁻¹: 5.7
E_tot, eV: -24824.0933
Frontier orbital gap (alpha / beta), eV: 4.419 / 7.352
Relative energy (zero: lowest compared OMol25 entry of this formula, charge and spin), kcal per mole: 1.0

Last column: Mulliken charge in e.
Element x y z (Å)
C -1.8911 0.2941 0.3341  -0.87
C -1.0269 -0.6979 0.6240  -0.37
O 0.4986 -1.1860 -1.9052  -0.42
O 1.7742 -1.4259 0.6804  -0.68
P 1.3872 1.5651 -0.2485  -0.18
P 0.7368 -0.6541 -0.0918  0.62
H -2.9082 0.2640 0.8116  0.21
H -1.6119 1.1288 -0.1455  0.28
H -1.1689 -1.6479 1.2093  0.29
H 1.7404 1.4970 -1.6032  0.03
H 2.4698 0.8628 0.3347  0.08

---

A structure of composition C2H5O2S, computed with the ωB97M-V functional and the def2-TZVPD basis.

Output
Total charge: -1
F_max, eV Å⁻¹: 2.1
E_tot, eV: -17086.3729
Frontier orbital gap, eV: 7.364
Relative energy (zero: lowest compared OMol25 entry of this formula, charge and spin), kcal per mole: 17.7

Last column: Mulliken charge in e.
Element x y z (Å)
C 2.3457 0.8885 -0.5536  -0.66
S 1.5312 -0.5889 0.1190  -0.61
H 2.9291 1.3224 0.2677  0.19
H 2.8623 0.5847 -1.4574  0.18
H 1.5615 1.6121 -0.7637  0.22
O -2.5912 -0.4821 -0.6971  -0.58
C -2.3196 0.1352 0.3149  0.17
O -1.1114 0.3529 0.7411  -0.46
H -3.1068 0.5714 0.9568  0.29
H -0.0359 0.0837 0.4254  0.25

---

The ion C2H5O2S with charge -1, computed with the ωB97M-V functional and the def2-TZVPD basis.

Output
Structure (SMILES): C=[S@@](C)(=O)[O-]
Total charge: -1
F_max, eV Å⁻¹: 3.3
E_tot, eV: -17083.5224
Frontier orbital gap, eV: 7.517
Relative energy (zero: lowest compared OMol25 entry of this formula, charge and spin), kcal per mole: 83.4

Last column: Mulliken charge in e.
Element x y z (Å)
C 1.4226 1.0785 0.2717  -0.87
S 0.2209 0.3876 -0.7418  0.91
C -1.1107 -0.9991 0.3500  -0.81
O -0.6482 1.4258 -1.3167  -0.68
O 0.7668 -0.5517 -1.7320  -0.66
H 1.0752 1.9587 0.7265  0.29
H 1.7056 0.2636 1.0014  0.17
H -0.6660 -1.8561 -0.2502  0.24
H -0.5584 -0.8283 1.2921  0.16
H -2.2077 -0.8789 0.3988  0.26

---

A cluster of 2 separate species, C2H5O2S in total, computed with the ωB97M-V functional and the def2-TZVPD basis.

Output
Total charge: -1
F_max, eV Å⁻¹: 1.9
E_tot, eV: -17086.3448
Frontier orbital gap, eV: 8.209
Relative energy (zero: lowest compared OMol25 entry of this formula, charge and spin), kcal per mole: 18.3

Last column: Mulliken charge in e.
Element x y z (Å)
C 0.0279 0.5058 1.7694  -0.72
S -1.4036 1.2501 0.8760  -0.39
H 1.0347 0.7736 1.4267  0.25
H 0.0333 -0.5630 1.5372  0.22
H -0.0421 0.8430 2.8070  0.29
O 0.7167 -0.8046 -3.1671  -0.63
C 0.3471 -0.9425 -1.9975  0.02
O 0.2435 -0.0174 -1.1306  -0.59
H -0.1371 -1.9108 -1.7112  0.26
H -0.8204 0.8658 -0.4098  0.28